C15H34FO24PS6 | ωB97M-V/def2-TZVPD

```
81
Properties=species:S:1:pos:R:3:forces:R:3
S 3.075698 0.135377 -0.927647 0.68 0.20 -0.04
S -4.447100 7.340341 -5.412623 0.13 0.39 -0.18
S -4.003084 3.744221 3.185289 -0.12 0.23 0.37
S 4.519115 -1.614035 1.749440 -0.36 -0.52 -0.09
S -3.450690 -1.847197 0.190374 0.04 -0.63 -0.26
S 2.985718 -7.366247 3.532988 -0.42 -0.68 -0.15
P -0.065641 1.436982 -2.502793 -0.09 -0.16 0.30
F -2.604394 2.785704 -2.743947 -0.47 -2.24 -1.15
O 3.179635 -2.267963 2.409794 0.94 1.07 -0.18
O 1.856618 -8.220768 3.247806 1.51 1.48 0.18
O 2.276912 0.076345 0.276342 0.56 -0.30 -1.56
O 4.611212 -0.250204 -0.538516 -1.08 4.02 -2.33
O 4.607331 -0.236172 2.179373 0.02 -1.58 -0.69
O -3.351555 6.473402 -4.570826 -0.73 0.23 -0.90
O -4.277366 4.040247 1.605720 -0.16 -0.26 1.09
O 4.589534 -2.011929 0.362672 0.01 -2.74 4.01
O -2.778704 4.406154 3.571477 -1.66 -0.84 -0.23
O -2.124155 -0.938676 -0.079429 -0.85 -0.81 0.02
O 3.362073 -7.513096 5.112447 -0.06 0.52 -1.08
O -3.392390 -3.000228 -0.680400 -0.36 1.77 0.98
O -5.249357 3.913525 3.898918 1.75 0.05 -0.83
O 4.328984 -8.067572 2.929493 -1.09 0.16 0.43
O -4.598943 -0.974023 0.264456 1.15 -1.22 -0.23
O 3.017308 -5.961665 3.190526 -0.50 -2.37 0.63
O -3.705799 2.145981 3.052341 0.31 1.16 0.07
O 5.614661 -2.480973 2.591238 -0.55 0.27 -0.74
O -4.376682 6.942447 -6.799390 0.05 0.73 1.73
O 2.720596 -0.560212 -2.142743 0.23 0.67 1.61
O -5.786581 6.686413 -4.752268 0.84 0.62 -0.16
O -3.071944 -2.330857 1.701350 -0.60 0.74 -0.85
O -4.358885 8.718204 -4.982690 -0.22 -1.73 -0.86
O 3.336756 1.704406 -1.288787 -0.11 -1.10 -0.19
C -1.494946 0.483126 -3.351403 -1.53 -0.39 -0.86
C 5.309059 -8.155367 3.961251 0.42 0.34 0.49
C -1.387997 -0.799564 1.134619 0.36 0.20 0.75
C -4.004220 5.847731 -3.468399 -0.36 0.01 0.71
C -4.142656 1.698655 1.771000 -0.60 -0.08 -0.52
C -5.422688 5.561499 -3.953930 0.28 -0.64 0.12
C -2.707120 1.592798 -3.663082 0.55 -0.71 -1.79
C -1.693745 -2.057403 1.943370 0.80 -0.11 -0.21
C 3.543529 -3.392877 3.208133 0.41 -0.64 -0.21
C -3.930484 2.888453 0.838754 0.49 -0.54 -0.32
C -2.507418 2.230457 -5.196563 0.00 0.52 0.57
C 4.616699 2.087473 -0.791009 0.53 0.14 0.63
C 4.515218 -8.341403 5.251572 0.39 -0.68 -0.01
C 5.475773 0.829547 -0.887611 0.11 0.59 -0.57
C 4.961996 -3.106644 3.693664 -0.49 0.15 0.63
H -0.066827 2.337177 -3.627344 0.05 -0.25 0.09
H 4.493635 2.401579 0.250876 0.10 -0.04 -0.08
H 3.516677 -4.284220 2.573046 0.11 0.74 0.21
H 5.024910 2.916428 -1.374077 -0.31 -0.18 -0.08
H 5.824997 0.668532 -1.912630 0.02 0.08 0.08
H -5.204579 1.441975 1.846928 0.14 -0.07 -0.12
H 0.835588 0.293641 -2.533505 -0.80 0.83 -0.08
H -3.577965 0.817580 1.456989 -0.18 0.37 0.27
H 6.335020 0.863604 -0.212475 -0.29 -0.20 0.06
H -5.449540 4.670156 -4.589017 0.03 0.03 0.10
H -6.125575 5.438398 -3.125637 0.04 0.24 -0.22
H -0.320538 -0.693971 0.923302 -0.21 -0.04 -0.19
H -1.509525 -1.920764 3.011622 -0.30 0.00 -0.17
H 2.840641 -3.515978 4.036426 0.04 0.19 -0.26
H -1.054297 0.074910 -4.377750 -1.17 0.86 2.01
H 4.957178 -2.398774 4.529264 0.00 -0.11 0.00
H -1.747042 0.097218 1.649804 0.18 -0.11 0.05
H 4.179092 -9.377481 5.361619 0.09 0.09 -0.01
H -0.869222 1.576723 -1.301164 0.34 -0.16 -0.37
H -4.009038 6.555602 -2.632800 -0.06 -0.10 -0.03
H -4.552450 2.826145 -0.058213 0.02 0.16 0.26
H -3.777232 1.075187 -3.567333 2.32 1.60 0.18
H 5.089467 -8.050251 6.135168 -0.26 0.13 -0.15
H 0.941980 2.302178 -1.894827 0.04 -0.20 0.07
H -1.111323 -2.910728 1.580119 0.03 0.13 0.06
H -2.184126 3.370399 -5.091812 -0.69 -2.46 -0.15
H -1.892170 -0.442405 -2.731830 0.74 1.95 -1.15
H -3.529014 2.218295 -5.791889 2.25 -0.15 1.13
H -1.631993 1.670571 -5.766001 -2.13 1.14 1.13
H -2.879171 2.977717 0.546654 -0.08 -0.06 -0.05
H 5.995602 -8.983868 3.771470 -0.29 0.09 -0.16
H 5.491829 -4.014875 3.990595 0.03 0.17 -0.28
H -3.474388 4.939501 -3.171468 0.04 0.16 -0.28
H 5.869515 -7.214616 3.975539 0.03 -0.11 0.06
```
Positions in Å, forces in eV/Å.

The calculation puts the energy above the lowest of the compared OMol25 structures with the same formula, charge and spin at 377.2 kJ/mol. The highest occupied orbital energy comes out at -8.123 eV. The calculation puts the largest force on an atom at 0.094 hartree/bohr. Its SMILES is C[C@H](F)C[PH4].O=S1(=O)OCCO1.O=S1(=O)OCCO1.O=S1(=O)OCCO1.O=S1(=O)OCCO1.O=S1(=O)OCCO1.O=S1(=O)OCCO1. For the HOMO-LUMO gap, the calculation gives 8.086 eV.

=====

C5H5N3O | ωB97M-V/def2-TZVPD

```
14
Properties=species:S:1:pos:R:3:forces:R:3
O 0.041401 0.979151 -2.160074 5.07 -1.31 -7.33
N 0.193100 -0.522740 0.531924 0.21 0.53 -1.01
N -0.416989 -0.159431 1.738638 1.65 -0.34 -0.93
N -1.783827 -1.547912 0.572703 1.59 -0.79 -0.66
C 0.790802 1.439425 -1.024989 -2.57 -4.31 2.13
C -1.503589 -0.901820 1.742144 0.02 1.69 -1.84
C 1.322182 0.290375 -0.228530 -0.47 0.87 2.86
C -0.671685 -1.325628 -0.137651 0.61 0.19 0.57
C -0.715670 1.197247 -1.301969 -4.77 2.57 5.77
H -0.223534 -1.667271 -1.088332 -1.38 -0.28 0.38
H 1.299461 2.290709 -0.879363 1.08 3.44 -0.76
H 2.090081 -0.194415 -0.836922 -0.57 -1.32 0.52
H 1.838637 0.771180 0.631872 -0.05 -0.45 -0.56
H -2.260368 -0.648870 2.440548 -0.41 -0.49 0.85
```
Positions in Å, forces in eV/Å.

The calculation puts the energy above the lowest of the compared OMol25 structures with the same formula, charge and spin at 547.7 kJ/mol. The highest occupied orbital energy comes out at -9.541 eV. The calculation puts the largest force on an atom at 0.175 hartree/bohr. For the HOMO-LUMO gap, the calculation gives 10.277 eV.

=====

C4H12N3 | ωB97M-V/def2-TZVPD

```
19
Properties=species:S:1:pos:R:3:forces:R:3
N -3.048490 -0.809746 0.276518 0.08 -0.15 -0.42
N 2.572747 0.227137 0.844788 0.26 -1.15 -0.38
N 1.130799 1.191291 -1.231953 -0.39 0.47 -0.22
C 1.257964 -0.395792 0.516680 0.15 0.75 -0.89
C -0.928818 -0.016401 -0.618756 -1.00 -0.28 -0.14
C 0.533070 0.225057 -0.434253 -0.11 -0.48 -0.06
C -1.657916 -0.596935 0.595299 0.43 0.28 0.28
H -3.614897 -1.066759 1.070755 0.03 0.04 0.03
H 2.593335 1.230177 0.644273 -0.42 0.12 0.14
H 1.095695 -1.393797 0.879633 -0.16 0.19 0.62
H 2.762225 0.028075 1.826371 0.21 0.33 0.07
H -1.200004 -0.693360 -1.434990 0.63 -0.13 -0.21
H 3.343902 -0.168211 0.296493 0.06 -0.06 0.17
H -3.454067 -0.010116 -0.189376 -0.13 0.05 0.16
H 0.459459 1.672541 -1.823872 0.15 0.08 0.24
H -1.407698 0.913162 -0.962294 0.23 0.14 0.36
H -1.488467 0.028328 1.484123 0.03 0.10 -0.12
H -1.172757 -1.552060 0.803373 -0.20 -0.21 0.14
H 1.877591 0.865470 -1.832094 0.16 -0.10 0.22
```
Positions in Å, forces in eV/Å.

The calculation puts the energy above the lowest of the compared OMol25 structures with the same formula, charge and spin at 192.4 kJ/mol. The highest occupied orbital energy comes out at -12.292 eV. The calculation puts the largest force on an atom at 0.024 hartree/bohr. Its SMILES is NCC/C(N)=C/[NH3+]. For the HOMO-LUMO gap, the calculation gives 8.737 eV. The charge is +1.

=====

CH10O3S | ωB97M-V/def2-TZVPD

```
15
Properties=species:S:1:pos:R:3:forces:R:3
S -0.689950 2.074478 -1.053484 0.03 -0.27 -0.08
O -0.713433 -1.628794 2.443563 0.43 0.81 -0.16
O 1.116683 -0.568375 -2.739701 -0.79 -0.34 -1.29
O 1.177046 -1.602031 0.397173 0.18 0.22 -0.57
C -0.553649 1.732890 0.714524 -0.14 0.05 1.89
H -0.843971 2.678303 1.267496 0.23 -1.29 -0.47
H 0.812088 -0.908138 -3.645291 0.44 1.06 2.16
H 1.783227 -0.888413 0.212832 0.80 0.53 0.75
H 0.545552 0.183342 -2.458841 0.24 -0.72 -0.64
H 0.055225 -1.652227 1.838023 -0.47 -0.11 0.17
H -1.068669 0.815001 1.156282 0.27 1.28 -1.00
H 0.872780 -1.651408 -0.511891 -0.78 -0.71 -0.43
H 0.513632 1.553384 0.962373 -0.50 0.29 -0.48
H -1.997565 2.385566 -1.130085 0.18 -0.16 0.15
H -1.008996 -2.523585 2.547025 -0.12 -0.64 0.03
```
Positions in Å, forces in eV/Å.

The calculation puts the energy above the lowest of the compared OMol25 structures with the same formula, charge and spin at 36.3 kJ/mol. The highest occupied orbital energy comes out at -9.453 eV. The calculation puts the largest force on an atom at 0.048 hartree/bohr. Its SMILES is CS.O.O.O. For the HOMO-LUMO gap, the calculation gives 9.987 eV.

=====

Question: Look up the HOMO-LUMO gap of the second one.
Answer: 10.277 eV

=====

Copy entry 2 word for word.
C5H5N3O | ωB97M-V/def2-TZVPD

```
14
Properties=species:S:1:pos:R:3:forces:R:3
O 0.041401 0.979151 -2.160074 5.07 -1.31 -7.33
N 0.193100 -0.522740 0.531924 0.21 0.53 -1.01
N -0.416989 -0.159431 1.738638 1.65 -0.34 -0.93
N -1.783827 -1.547912 0.572703 1.59 -0.79 -0.66
C 0.790802 1.439425 -1.024989 -2.57 -4.31 2.13
C -1.503589 -0.901820 1.742144 0.02 1.69 -1.84
C 1.322182 0.290375 -0.228530 -0.47 0.87 2.86
C -0.671685 -1.325628 -0.137651 0.61 0.19 0.57
C -0.715670 1.197247 -1.301969 -4.77 2.57 5.77
H -0.223534 -1.667271 -1.088332 -1.38 -0.28 0.38
H 1.299461 2.290709 -0.879363 1.08 3.44 -0.76
H 2.090081 -0.194415 -0.836922 -0.57 -1.32 0.52
H 1.838637 0.771180 0.631872 -0.05 -0.45 -0.56
H -2.260368 -0.648870 2.440548 -0.41 -0.49 0.85
```
Positions in Å, forces in eV/Å.

The calculation puts the energy above the lowest of the compared OMol25 structures with the same formula, charge and spin at 547.7 kJ/mol. The highest occupied orbital energy comes out at -9.541 eV. The calculation puts the largest force on an atom at 0.175 hartree/bohr. For the HOMO-LUMO gap, the calculation gives 10.277 eV.

=====

Question: largest force on an atom of number 3 (C4H12N3)?
Answer: 0.024 hartree/bohr

=====

Question: Look up the energy above the lowest of the compared OMol25 structures with the same formula, charge and spin of the first one.
Answer: 377.2 kJ/mol